<A>
Formula: C2H3NS3
Source: the OMol25 dataset
Level of theory: the ωB97M-V functional and the def2-TZVPD basis

Calculated values
**E_HOMO**: -8.95 eV
**Multiplicity**: 1
**LUMO level**: -0.029 Eh

Geometry (Å):
C 0.75 -0.07 0.62
C 0.45 -0.86 -0.72
H -1.15 3.08 -0.47
H 1.57 -0.49 1.28
H -1.14 -1.58 1.26
N 0.30 1.13 0.69
S -1.25 1.42 -0.33
S -1.05 -1.74 -0.46
S 1.52 -0.89 -1.87

Löwdin population analysis, charges in e, atoms 1 to 5:
1 C -0.44
2 C -1.38
3 H 0.00
4 H 0.13
5 H 0.10

---

<B>
Formula: C2H3NS3
Source: the OMol25 dataset
Level of theory: the ωB97M-V functional and the def2-TZVPD basis

Calculated values
**E_HOMO**: -9.07 eV
**SMILES**: S=C(S)/C=N\S
**Multiplicity**: 1
**LUMO level**: -0.033 Eh

Geometry (Å):
S -2.40 -1.06 -0.77
C -1.23 -0.04 -0.25
S -1.36 1.71 -0.36
C -0.15 -0.60 0.60
N 1.12 -0.61 0.45
S 1.85 0.03 -0.94
H -0.31 2.02 0.45
H -0.59 -0.95 1.56
H 3.06 -0.51 -0.74

Löwdin population analysis, charges in e, atoms 1 to 5:
1 S 0.68
2 C -1.23
3 S 0.76
4 C -0.43
5 N -0.37

---

<C>
Formula: C2H3NS3
Source: the OMol25 dataset
Level of theory: the ωB97M-V functional and the def2-TZVPD basis

Calculated values
**E_HOMO**: -8.87 eV
**SMILES**: S=CNSC=S
**Multiplicity**: 1
**LUMO level**: -0.028 Eh

Geometry (Å):
S 1.28 -2.87 0.39
C 0.12 -1.77 0.54
N 0.25 -0.51 0.13
S -1.10 0.52 0.28
C -0.52 1.93 -0.46
S 0.97 2.14 -1.10
H -0.83 -1.89 1.05
H 1.09 -0.28 -0.39
H -1.27 2.72 -0.44

Löwdin population analysis, charges in e, atoms 1 to 5:
1 S 0.64
2 C -0.87
3 N -0.40
4 S 0.94
5 C -1.04

---

Stability ranking, top and bottom: <C> is the most stable and <A> is the least stable.

---

<A>
Formula: C2H3NS3
Source: the OMol25 dataset
Level of theory: the ωB97M-V functional and the def2-TZVPD basis

Calculated values
**E_HOMO**: -8.85 eV
**SMILES**: S=CNSC=S
**Multiplicity**: 1
**LUMO level**: -0.023 Eh

Geometry (Å):
S 2.27 1.77 -1.42
C 1.83 0.62 -0.44
N 0.48 0.44 0.13
S 0.09 -1.00 0.94
C -1.47 -1.25 0.98
S -2.74 -0.63 0.14
H 2.58 -0.28 -0.20
H -0.47 0.67 -0.40
H -1.46 -2.01 1.89

Löwdin population analysis, charges in e, atoms 1 to 5:
1 S 0.69
2 C -0.84
3 N -0.39
4 S 0.90
5 C -1.20

---

<B>
Formula: C2H3NS3
Source: the OMol25 dataset
Level of theory: the ωB97M-V functional and the def2-TZVPD basis

Calculated values
**E_HOMO**: -8.40 eV
**Multiplicity**: 1
**LUMO level**: 0.021 Eh

Geometry (Å):
C 1.32 -1.00 0.68
C -0.61 0.17 -0.58
N 1.79 0.15 0.52
S -0.14 -1.49 -0.09
S 0.92 1.15 -0.40
S -1.90 0.86 0.54
H 1.83 -1.83 1.19
H -0.78 0.07 -1.64
H -2.43 1.92 -0.22

Löwdin population analysis, charges in e, atoms 1 to 5:
1 C -0.64
2 C -1.23
3 N -0.41
4 S 0.85
5 S 0.81

---

Stability ranking, top and bottom: <B> is the most stable and <A> is the least stable.

---

<A>
Formula: C3H10N3O
Source: the OMol25 dataset
Level of theory: the ωB97M-V functional and the def2-TZVPD basis

Calculated values
**E_HOMO**: -12.92 eV
**Charge**: +1
**Multiplicity**: 1
**LUMO level**: -0.137 Eh

Geometry (Å):
C 0.91 1.67 -0.56
C 1.17 -0.83 -0.29
C 1.53 -1.07 0.96
N -0.09 1.71 0.25
N 0.69 -1.67 -1.30
N -2.51 0.21 0.56
O 1.36 0.52 -0.89
H 1.44 2.50 -0.99
H 1.62 -2.11 1.28
H 1.87 -0.37 1.70
H -0.32 2.49 0.80
H -0.60 0.85 0.53
H 0.79 -2.59 -1.24
H 0.83 -1.33 -2.27
H -3.03 0.18 -0.32
H -3.31 0.64 1.07
H -2.36 -0.81 0.72

Löwdin population analysis, charges in e, atoms 1 to 5:
1 C -0.12
2 C -0.34
3 C 0.09
4 N 0.24
5 N 0.16

---

<B>
Formula: C3H10N3O
Source: the OMol25 dataset
Level of theory: the ωB97M-V functional and the def2-TZVPD basis

Calculated values
**E_HOMO**: -14.55 eV
**Charge**: +1
**Multiplicity**: 1
**LUMO level**: -0.158 Eh

Geometry (Å):
C 0.62 -0.77 0.91
C -0.05 -0.70 -0.46
C -0.24 -0.53 2.13
N 0.82 1.16 -0.85
N 0.64 -1.44 -1.33
N -1.32 -0.31 -0.64
O 1.79 -1.00 0.97
H 0.14 0.18 2.94
H -0.41 -1.48 2.60
H -1.37 -0.38 1.86
H 1.89 0.93 -0.92
H 0.52 1.53 -1.81
H 0.64 -1.39 -2.30
H 1.49 -1.94 -0.90
H -1.71 0.32 0.04
H 0.68 1.74 -0.03
H -1.80 -0.27 -1.50

Löwdin population analysis, charges in e, atoms 1 to 5:
1 C -0.40
2 C -0.39
3 C 0.01
4 N 0.07
5 N 0.18

---

Stability ranking, top and bottom: <B> is the most stable and <A> is the least stable.

---

<A>
Formula: C9H15N2
Source: the OMol25 dataset
Level of theory: the ωB97M-V functional and the def2-TZVPD basis

Calculated values
**E_HOMO**: -13.10 eV
**Charge**: +1
**SMILES**: CC(C)(C)C#CC(=[NH2+])/C=C\N
**Multiplicity**: 1
**LUMO level**: -0.170 Eh

Geometry (Å):
C 3.01 1.14 -0.28
C 1.83 0.23 -0.06
C 1.73 -0.88 -1.11
C 1.98 -0.48 1.29
C 0.52 0.72 0.14
C -0.71 0.61 0.20
C -2.11 1.01 0.33
N -2.33 2.08 1.21
C -3.17 0.29 -0.20
C -3.17 -1.03 -0.63
N -2.14 -1.77 -0.89
H 3.17 1.81 0.63
H 3.85 0.39 -0.44
H 2.93 1.62 -1.28
H 0.66 -1.13 -1.27
H 2.10 -0.49 -2.03
H 2.29 -1.74 -0.75
H 2.94 -0.98 1.31
H 1.89 0.26 2.02
H 1.20 -1.26 1.42
H -3.25 2.38 1.36
H -1.53 2.45 1.61
H -4.25 0.61 -0.02
H -4.07 -1.46 -1.03
H -1.25 -1.53 -0.54
H -2.10 -2.84 -0.96

Löwdin population analysis, charges in e, atoms 1 to 5:
1 C -0.02
2 C -0.64
3 C -0.01
4 C -0.04
5 C 0.05

---

<B>
Formula: C9H15N2
Source: the OMol25 dataset
Level of theory: the ωB97M-V functional and the def2-TZVPD basis

Calculated values
**E_HOMO**: -13.45 eV
**Charge**: +1
**SMILES**: C=C(CC)c1[nH]c(CC)c[nH+]1
**Multiplicity**: 1
**LUMO level**: -0.106 Eh

Geometry (Å):
C -0.78 2.73 0.11
C -1.33 1.56 0.35
C -2.59 1.16 1.06
C -3.43 0.11 0.22
C -0.35 0.32 -0.31
N 0.48 -0.39 0.48
C 1.29 -1.11 -0.41
C 2.30 -2.05 -0.05
C 3.59 -1.29 0.52
C 1.01 -0.71 -1.66
N 0.00 0.21 -1.59
H -1.25 3.69 0.44
H 0.14 2.81 -0.37
H -2.31 0.78 2.08
H -3.11 2.08 1.19
H -3.67 0.57 -0.79
H -2.95 -0.85 -0.07
H -4.42 -0.03 0.59
H 0.33 -0.47 1.48
H 1.98 -2.75 0.75
H 2.76 -2.53 -1.00
H 3.34 -0.37 1.03
H 4.21 -1.08 -0.32
H 4.16 -1.88 1.25
H 1.22 -1.02 -2.61
H -0.62 0.52 -2.36

Löwdin population analysis, charges in e, atoms 1 to 5:
1 C 0.08
2 C -0.20
3 C -0.19
4 C -0.08
5 C -0.15

---

Stability ranking, top and bottom: <B> is the most stable and <A> is the least stable.

---

<A>
Formula: C7H12N2O
Source: the OMol25 dataset
Level of theory: the ωB97M-V functional and the def2-TZVPD basis

Calculated values
**E_HOMO**: -9.85 eV
**SMILES**: C=N[C@@H](C#N)[C@H](C)OCC
**Multiplicity**: 1
**LUMO level**: 0.035 Eh

Geometry (Å):
C -2.72 -1.93 0.66
N -1.84 -1.70 -0.18
C -1.44 -0.40 -0.67
C -2.47 0.64 -0.74
N -3.39 1.21 -0.53
C -0.22 0.10 0.27
C -0.35 1.51 0.89
O 0.87 0.16 -0.60
C 2.15 0.13 0.03
C 3.17 -0.04 -1.07
H -2.80 -3.02 0.81
H -3.33 -1.19 1.27
H -0.91 -0.72 -1.66
H -0.08 -0.63 1.06
H -0.11 2.22 0.18
H -1.46 1.69 1.10
H 0.16 1.74 1.85
H 2.08 1.11 0.64
H 2.41 -0.62 0.78
H 3.17 -1.07 -1.38
H 2.97 0.62 -1.96
H 4.14 0.19 -0.77

Löwdin population analysis, charges in e, atoms 1 to 5:
1 C -0.05
2 N -0.01
3 C -0.25
4 C -0.22
5 N 0.18

---

<B>
Formula: C7H12N2O
Source: the OMol25 dataset
Level of theory: the ωB97M-V functional and the def2-TZVPD basis

Calculated values
**E_HOMO**: -7.47 eV
**SMILES**: CC1=CC(C)=N[C@H](O)N1C
**Multiplicity**: 1
**LUMO level**: 0.031 Eh

Geometry (Å):
C -2.18 -0.34 1.32
C -0.82 -0.08 0.63
C -0.12 1.18 0.65
C 1.07 1.43 -0.07
C 1.68 2.82 -0.34
N 1.59 0.59 -0.92
C 1.04 -0.75 -0.77
O 0.86 -1.30 -2.03
N -0.35 -1.11 -0.06
C -0.72 -2.51 -0.06
H -2.29 0.26 2.33
H -2.42 -1.43 1.53
H -3.12 0.06 0.69
H -0.55 2.12 1.02
H 0.96 3.51 -0.83
H 2.61 2.76 -0.87
H 2.13 3.31 0.71
H 1.69 -1.52 -0.14
H 1.31 -0.70 -2.66
H -0.50 -2.90 0.90
H -1.87 -2.56 -0.13
H -0.02 -2.84 -0.89

Löwdin population analysis, charges in e, atoms 1 to 5:
1 C -0.05
2 C -0.27
3 C -0.03
4 C -0.39
5 C -0.06

---

Stability ranking, top and bottom: <B> is the most stable and <A> is the least stable.

---

<A>
Formula: C4H12N2OS
Source: the OMol25 dataset
Level of theory: the ωB97M-V functional and the def2-TZVPD basis

Calculated values
**E_HOMO**: -9.33 eV
**SMILES**: CCN(CC)[S@@H](=N)=O
**Multiplicity**: 1
**LUMO level**: 0.023 Eh

Geometry (Å):
C -0.54 -1.97 -0.56
C -0.15 -1.41 0.84
N 0.39 -0.07 0.61
C -0.32 1.25 0.70
C -1.54 1.56 -0.26
S 1.80 -0.01 -0.24
N 2.43 1.35 -0.06
O 2.53 -1.20 0.09
H -1.50 -2.56 -0.54
H -0.68 -1.05 -1.26
H 0.33 -2.57 -0.88
H -1.00 -1.23 1.55
H 0.72 -1.97 1.24
H 0.53 1.86 0.46
H -0.61 1.42 1.74
H -2.18 0.65 -0.38
H -2.27 2.21 0.24
H -1.25 1.76 -1.22
H 1.14 -0.20 -1.49
H 2.19 2.18 -0.56

Löwdin population analysis, charges in e, atoms 1 to 5:
1 C -0.10
2 C -0.23
3 N -0.35
4 C -0.21
5 C -0.06

---

<B>
Formula: C4H12N2OS
Source: the OMol25 dataset
Level of theory: the ωB97M-V functional and the def2-TZVPD basis

Calculated values
**E_HOMO**: -9.56 eV
**SMILES**: CCN(CC)[S@@H](=N)=O
**Multiplicity**: 1
**LUMO level**: 0.030 Eh

Geometry (Å):
C 0.14 0.48 1.87
C -0.11 -0.89 1.37
N -0.49 -0.95 -0.06
C 0.61 -0.60 -0.99
C 1.09 0.84 -1.09
S -2.00 -0.56 -0.42
N -2.34 -1.14 -1.80
O -2.65 -0.75 0.81
H 0.29 0.46 2.93
H 1.14 0.86 1.46
H -0.70 1.13 1.61
H 0.58 -1.68 1.39
H -0.92 -1.38 1.85
H 0.33 -0.86 -2.01
H 1.45 -1.18 -0.62
H 1.75 1.07 -0.29
H 1.60 0.84 -2.17
H 0.45 1.73 -1.17
H -1.73 0.74 -0.69
H -2.79 -2.03 -1.66

Löwdin population analysis, charges in e, atoms 1 to 5:
1 C -0.07
2 C -0.27
3 N -0.32
4 C -0.24
5 C -0.11

---

Stability ranking, top and bottom: <B> is the most stable and <A> is the least stable.